1.
{"formula": "C27H33F5O24", "method": "wB97M-V/def2-TZVPD", "homo_energy_ha": -0.385, "e_above_lowest_kcal_mol": 0.0, "homo_lumo_gap_ha": 0.3810, "largest_force_ev_per_a": 0.97, "smiles": "O=C1OC[C@@H](F)O1.O=C1OC[C@@H](F)O1.O=C1OC[C@@H](F)O1.O=C1OC[C@@H](F)O1.O=C1OC[C@@H](F)O1.C[C@H]1COC(=O)O1.C[C@H]1COC(=O)O1.C[C@H]1COC(=O)O1", "elements": ["C", "C", "C", "O", "C", "O", "O", "H", "H", "H", "H", "H", "H", "C", "C", "C", "O", "C", "O", "O", "H", "H", "H", "H", "H", "H", "C", "C", "C", "O", "C", "O", "O", "H", "H", "H", "H", "H", "H", "C", "C", "O", "C", "O", "O", "F", "H", "H", "H", "C", "C", "O", "C", "O", "O", "F", "H", "H", "H", "C", "C", "O", "C", "O", "O", "F", "H", "H", "H", "C", "C", "O", "C", "O", "O", "F", "H", "H", "H", "C", "C", "O", "C", "O", "O", "F", "H", "H", "H"], "xyz": [[0.67344, 2.44204, 6.41701], [-0.43957, 1.46232, 6.64018], [-1.74024, 2.10425, 7.15388], [-2.74951, 1.62922, 6.24714], [-2.17400, 1.01709, 5.19202], [-2.77254, 0.61207, 4.25135], [-0.84023, 0.95256, 5.35120], [0.39565, 3.13730, 5.61853], [1.56622, 1.94590, 6.02884], [0.95676, 3.01939, 7.29525], [-0.10581, 0.62159, 7.24866], [-1.68651, 3.18596, 7.01176], [-2.01038, 1.84717, 8.17110], [3.04323, -0.66998, -1.97307], [4.43107, -0.35571, -1.48863], [5.37388, -1.54656, -1.27474], [6.57119, -1.18908, -1.95888], [6.35138, -0.10932, -2.74148], [7.14599, 0.35599, -3.49289], [5.10268, 0.36046, -2.55966], [2.49830, 0.27309, -2.01808], [2.48817, -1.33606, -1.31716], [3.12939, -1.14200, -2.95195], [4.44698, 0.32097, -0.63696], [4.97665, -2.47930, -1.67466], [5.56945, -1.73336, -0.21881], [-0.91971, -1.51825, -5.42008], [-0.46780, -0.61583, -4.30926], [0.14682, 0.71316, -4.75914], [-0.50387, 1.69524, -3.93780], [-1.51516, 1.13094, -3.26232], [-2.20858, 1.71308, -2.47224], [-1.65672, -0.15676, -3.59175], [-0.09128, -2.02945, -5.91213], [-1.42022, -0.90961, -6.17847], [-1.62374, -2.27602, -5.08369], [0.14471, -1.10825, -3.55504], [-0.00306, 0.92996, -5.81749], [1.21608, 0.75839, -4.56777], [-2.97157, -0.59778, 0.15841], [-2.33323, -1.10307, 1.44399], [-1.03317, -1.41556, 1.03150], [-1.02696, -1.61757, -0.31773], [-0.09969, -2.07782, -0.90701], [-2.20515, -1.27516, -0.85338], [-2.95118, -2.24190, 1.89206], [-2.77782, 0.46543, 0.09296], [-4.01254, -0.88589, 0.07338], [-2.37380, -0.38202, 2.25754], [-5.00708, 1.92938, -1.42873], [-5.28390, 2.56322, -2.77034], [-6.11648, 3.62483, -2.43891], [-6.76823, 3.31327, -1.26080], [-7.64269, 3.96047, -0.81169], [-6.23856, 2.19801, -0.73593], [-5.98382, 1.67612, -3.55973], [-4.20322, 2.42428, -0.88389], [-4.79699, 0.86847, -1.49634], [-4.40772, 2.88458, -3.32280], [0.44029, 4.19356, 0.60876], [0.21418, 2.89719, 1.36588], [1.05690, 2.01179, 0.63452], [2.10061, 2.76444, 0.15939], [3.09954, 2.30744, -0.26821], [1.83002, 4.08140, 0.29883], [-1.07165, 2.49295, 1.26303], [0.24295, 5.09552, 1.18181], [-0.19805, 4.19444, -0.27862], [0.50667, 2.89324, 2.41518], [0.02561, -5.17118, -0.94192], [0.12059, -5.04675, -2.47197], [1.28711, -4.32189, -2.68687], [2.00410, -4.24819, -1.51586], [3.08461, -3.77727, -1.44021], [1.33765, -4.83525, -0.51257], [-0.96162, -4.40632, -3.00114], [-0.26748, -6.16971, -0.62988], [-0.70446, -4.46390, -0.55014], [0.17537, -6.02637, -2.95171], [2.67986, -0.47643, 1.79235], [1.80279, -0.66934, 3.02507], [1.41943, -2.01978, 2.91476], [2.41926, -2.67439, 2.24200], [2.52127, -3.84273, 2.18591], [3.27146, -1.77544, 1.68973], [0.68739, 0.10920, 3.03098], [3.42959, 0.29567, 1.92994], [2.03328, -0.28025, 0.93698], [2.34743, -0.49555, 3.95861]]}

=====

2.
{"formula": "C27H33N3NdP2Se", "method": "wB97M-V/def2-TZVPD", "charge": 1, "multiplicity": 4, "homo_energy_ha": [-0.332, -0.333], "s2": 3.76, "homo_lumo_gap_ha": [0.2164, 0.2194], "largest_force_ev_per_a": 2.04, "elements": ["C", "C", "C", "C", "C", "C", "C", "C", "C", "C", "C", "C", "C", "H", "H", "H", "H", "H", "H", "H", "N", "Nd", "C", "H", "H", "C", "H", "H", "P", "P", "C", "H", "H", "H", "C", "H", "H", "H", "C", "H", "H", "H", "C", "H", "H", "H", "H", "H", "C", "N", "C", "Se", "N", "C", "C", "C", "C", "C", "C", "H", "H", "H", "H", "H", "H", "H", "H"], "xyz": [[-1.71819, 2.93302, -3.61281], [-1.37422, 1.76414, -2.93719], [0.00961, 1.44278, -2.83763], [1.00256, 2.32823, -3.28040], [0.62496, 3.50019, -3.93253], [-0.72741, 3.79439, -4.10720], [2.40817, 1.95732, -2.89554], [2.63485, 0.48159, -3.07801], [1.57935, -0.34569, -2.67362], [1.71832, -1.76161, -2.61775], [2.95015, -2.30532, -2.97401], [4.00878, -1.48034, -3.38550], [3.85003, -0.09666, -3.44268], [-2.77487, 3.18568, -3.73163], [1.40177, 4.18186, -4.28432], [-1.02605, 4.70944, -4.61412], [3.15297, 2.55349, -3.43799], [3.09747, -3.38519, -2.90248], [4.96377, -1.92886, -3.65217], [4.67104, 0.55591, -3.74841], [0.40973, 0.26166, -2.22145], [0.59746, 0.51745, 0.22918], [-2.39506, 0.86474, -2.28092], [-2.27288, -0.17467, -2.62746], [-3.41653, 1.20614, -2.50414], [0.57560, -2.60507, -2.10452], [-0.35646, -2.37939, -2.64565], [0.79764, -3.67648, -2.20178], [-2.23188, 0.78166, -0.42507], [0.19749, -2.28471, -0.31295], [1.42028, -3.41291, 0.44679], [1.22042, -3.48699, 1.52375], [1.34242, -4.40231, -0.02321], [2.42730, -3.00574, 0.30384], [-1.35108, -3.22196, -0.11682], [-1.14931, -4.29823, -0.21265], [-1.75919, -3.01322, 0.88136], [-2.08404, -2.90864, -0.87262], [-2.76824, 2.47609, 0.00511], [-3.71676, 2.72406, -0.48950], [-2.88763, 2.54824, 1.09388], [-2.00116, 3.19717, -0.30125], [-3.72862, -0.18463, -0.02322], [-3.76772, -0.33329, 1.06435], [-4.63486, 0.34827, -0.34902], [-3.68576, -1.17189, -0.50257], [2.51699, 2.15960, -1.78217], [2.41304, -0.18674, 0.07315], [1.64126, 0.84613, 5.42520], [0.25031, 0.44747, 5.28300], [-0.22864, -0.24974, 4.21462], [0.81789, -0.83690, 2.80216], [-1.54337, -0.52094, 4.52128], [-1.86828, -0.04165, 5.79676], [-2.95346, -0.31654, 6.61879], [-2.85662, 0.09826, 7.95774], [-1.69323, 0.72688, 8.44371], [-0.59631, 0.96851, 7.60545], [-0.72688, 0.58151, 6.27404], [2.30198, -0.01689, 5.30091], [1.76184, 1.26276, 6.42567], [1.90503, 1.59623, 4.67467], [-2.14677, -1.08816, 3.93448], [-3.82154, -0.83146, 6.20758], [-3.68633, -0.07024, 8.64455], [-1.65354, 1.02120, 9.49202], [0.33172, 1.42528, 7.94218]]}

=====

3.
{"formula": "C27H33N5O5S", "method": "wB97M-V/def2-TZVPD", "homo_energy_ha": -0.298, "e_above_lowest_kcal_mol": 1.7, "homo_lumo_gap_ha": 0.3161, "largest_force_ev_per_a": 0.75, "smiles": "CCCCn1c(N)c(N(Cc2ccccc2OC)C(=O)CSCC(=O)Nc2cccc(C)c2)c(=O)[nH]c1=O", "elements": ["C", "C", "C", "C", "N", "C", "C", "C", "O", "N", "C", "O", "H", "N", "C", "O", "C", "H", "H", "S", "C", "C", "O", "N", "C", "C", "C", "C", "C", "C", "H", "C", "H", "H", "H", "H", "H", "H", "H", "H", "H", "C", "C", "C", "C", "C", "C", "C", "O", "C", "H", "H", "H", "H", "H", "H", "H", "H", "H", "N", "H", "H", "H", "H", "H", "H", "H", "H", "H", "H", "H"], "xyz": [[5.42787, 0.46428, 3.68970], [4.82924, 0.93004, 2.36774], [3.69964, 1.94757, 2.53714], [2.46283, 1.37507, 3.23982], [1.89627, 0.24079, 2.52568], [1.20799, 0.40358, 1.34573], [0.81178, -0.70466, 0.62479], [1.08703, -2.03343, 1.07910], [0.84863, -3.07265, 0.49237], [1.71355, -2.06642, 2.32853], [2.09257, -1.00746, 3.09611], [2.57248, -1.15027, 4.20058], [1.88007, -2.98529, 2.72248], [-0.03865, -0.55866, -0.50545], [0.30900, -0.98476, -1.73391], [-0.47358, -1.08735, -2.66341], [1.79324, -1.21585, -1.95451], [2.19273, -1.93880, -1.24744], [1.95367, -1.57490, -2.97218], [2.74242, 0.31641, -1.72490], [2.02508, 1.32717, -3.06887], [0.60996, 1.76687, -2.73123], [0.37369, 2.37318, -1.69891], [-0.30641, 1.45762, -3.66760], [-1.70199, 1.60116, -3.59508], [-2.33803, 2.37326, -2.62987], [-3.71880, 2.45233, -2.63113], [-4.46831, 1.78070, -3.58010], [-3.84236, 1.01084, -4.55237], [-2.45810, 0.93160, -4.55038], [-1.96005, 0.32422, -5.29311], [-4.63365, 0.25926, -5.57894], [-5.67485, 0.57098, -5.57332], [-4.59297, -0.80944, -5.36972], [-4.22370, 0.41935, -6.57451], [-5.54593, 1.85251, -3.56590], [-4.21424, 3.04837, -1.87929], [-1.76118, 2.89761, -1.88810], [-0.01316, 0.84646, -4.41829], [2.66776, 2.20651, -3.12148], [2.09069, 0.76304, -3.99848], [-1.45120, -0.33870, -0.19156], [-1.97748, -1.49572, 0.61327], [-2.45499, -2.62491, -0.02845], [-2.86115, -3.73569, 0.69005], [-2.77930, -3.71843, 2.06854], [-2.30243, -2.59979, 2.73147], [-1.89604, -1.48312, 2.01320], [-1.40903, -0.33668, 2.58722], [-1.32181, -0.27032, 3.98893], [-2.30083, -0.39787, 4.46157], [-0.62443, -1.01368, 4.38904], [-0.94519, 0.72713, 4.21246], [-2.23935, -2.61577, 3.80828], [-3.08140, -4.58152, 2.64323], [-3.22653, -4.61108, 0.17607], [-2.49136, -2.62936, -1.10735], [-1.98024, -0.25324, -1.14249], [-1.53386, 0.59225, 0.37277], [0.89109, 1.64622, 0.94589], [1.30396, 2.44037, 1.39834], [0.60404, 1.79366, -0.01815], [2.74341, 0.99709, 4.22456], [1.69912, 2.14570, 3.37984], [3.43337, 2.32323, 1.54659], [4.05804, 2.79042, 3.13194], [5.61128, 1.39540, 1.76363], [4.45865, 0.06808, 1.80842], [5.73650, 1.31712, 4.29094], [4.71370, -0.12576, 4.25716], [6.30119, -0.15584, 3.50330]]}